Density functional theory data (wB97M-V/def2-TZVPD) for a 2-piece molecular cluster, C5H8O overall.

The geometry in XYZ format:
```
14
Properties=species:S:1:pos:R:3:forces:R:3
C -0.880435 -1.323074 -0.938411 0.2 0.0 0.0
C 0.105269 -0.562595 -0.525498 0.0 0.1 0.1
C 0.932664 0.286409 0.020640 -0.2 -0.1 -0.1
C 2.407847 0.482518 -0.169013 0.1 0.0 -0.1
H -1.490664 -1.051016 -1.797894 0.2 0.0 0.1
H -1.131764 -2.251661 -0.429274 0.1 0.1 -0.1
H 0.453886 0.954922 0.738443 0.1 0.0 0.0
H 2.921538 0.347357 0.789995 -0.1 0.0 -0.2
H 2.840622 -0.202480 -0.900047 -0.1 0.1 0.1
H 2.605370 1.512666 -0.487542 0.0 -0.2 0.0
C -2.243318 0.461617 0.904033 0.1 0.2 0.2
O -1.518508 1.145915 1.584841 -0.5 -0.2 -0.2
H -2.635985 0.801324 -0.074880 0.1 0.0 0.2
H -2.574697 -0.543593 1.227994 0.0 0.1 0.0
```
Positions in Å, forces in eV/Å.

Computed properties:
M (g mol⁻¹): 84.1
F_max (hartree/bohr): 0.011
HOMO-LUMO gap (eV): 10.5
Total charge: 0
Calculated total energy (a.u.): -270.45485
Energy relative to the best compared isomer or geometry (same formula, charge and spin) (kcal/mol): 64.66
Multiplicity: 1

Density functional theory data (wB97M-V/def2-TZVPD) for one molecule with the formula C5H8N2 in a non-equilibrium geometry.

The geometry in XYZ format:
```
15
Properties=species:S:1:pos:R:3:forces:R:3
H 0.322594 -1.191965 -1.751067 -0.3 -0.4 0.4
N -0.651807 -0.922079 -1.564413 0.5 0.6 -0.5
C -0.795671 -0.319764 -0.477071 -3.1 1.8 2.1
C 0.079917 -0.121305 0.743316 0.6 -1.0 0.4
C 1.580776 -0.595936 0.616675 -2.3 -1.0 2.6
C -2.317256 0.504877 -0.204085 2.6 -2.0 -2.2
C -3.378279 -0.230799 0.439885 0.8 0.7 0.6
N -2.821734 0.591874 1.231228 -0.5 -0.3 -1.2
H 0.008507 0.934616 1.063842 0.2 -0.3 -0.4
H -0.338591 -0.666512 1.663335 0.2 0.6 -1.5
H 2.072607 -0.211747 -0.227003 0.6 -0.2 -1.5
H 1.653144 -1.713746 0.912942 0.2 1.9 -1.2
H 1.982520 -0.031775 1.438141 0.8 -0.1 0.6
H -2.431426 1.223335 -1.090865 -0.3 -0.6 1.8
H -4.116290 -1.023275 0.492200 0.0 0.2 -0.1
```
Positions in Å, forces in eV/Å.

Computed properties:
M (g mol⁻¹): 96.1
F_max (hartree/bohr): 0.080
HOMO-LUMO gap (eV): 10.1
Total charge: 0
Calculated total energy (a.u.): -304.69668
Energy relative to the best compared isomer or geometry (same formula, charge and spin) (kcal/mol): 87.11
Multiplicity: 1

Density functional theory data (wB97M-V/def2-TZVPD) for C28H28CeN5O5 as an isolated structure in a non-equilibrium geometry.

The geometry in XYZ format:
```
67
Properties=species:S:1:pos:R:3:forces:R:3
Ce 0.021029 -0.119530 -0.418282 0.3 2.9 2.4
C 2.731397 0.866485 1.750964 -0.2 0.0 0.0
N 2.277132 -0.379714 1.116732 0.3 0.0 0.3
C 3.278348 -0.881415 0.170552 -0.1 0.0 0.0
C 3.366293 -0.001160 -1.054294 0.0 0.1 0.1
C 4.519215 0.027046 -1.825392 0.0 0.0 0.0
C 4.548405 0.813222 -2.964158 -0.1 0.0 0.0
C 3.428200 1.563529 -3.288371 0.0 0.0 0.0
C 2.323040 1.485167 -2.462384 0.1 0.0 0.1
N 2.284560 0.719277 -1.368695 0.6 0.1 -0.3
C 1.934995 -1.385206 2.134722 0.0 0.1 0.0
C 0.679553 -0.989477 2.871753 0.1 -0.1 0.0
C 0.634862 -0.945692 4.255325 -0.1 -0.1 0.1
C -0.547838 -0.589556 4.884162 -0.1 0.0 -0.2
C -1.647484 -0.286409 4.096672 0.0 0.0 0.2
C -1.516088 -0.353416 2.721812 0.0 -0.1 -0.2
N -0.382048 -0.693787 2.107779 0.1 -0.1 0.7
C 1.573391 1.756823 2.131792 0.1 0.0 -0.1
C 1.521741 2.441579 3.333887 0.0 0.1 0.1
C 0.432124 3.260259 3.594353 0.0 0.0 -0.1
C -0.562581 3.371304 2.636366 0.1 0.1 0.1
C -0.427818 2.657144 1.458536 0.0 0.1 -0.1
N 0.613658 1.857714 1.208466 -0.1 0.6 0.4
H 3.337625 1.415852 1.028360 0.0 0.0 0.0
H 3.358035 0.659367 2.627349 0.0 0.0 0.0
H 2.951290 -1.871338 -0.156095 0.0 0.0 0.1
H 4.266969 -0.975087 0.639070 0.0 0.0 0.0
H 5.376535 -0.568071 -1.539108 0.0 0.0 0.0
H 5.432629 0.846559 -3.586560 0.0 0.0 0.0
H 3.410967 2.195083 -4.165065 0.0 0.0 0.0
H 1.428653 2.060637 -2.670702 0.0 0.0 0.0
H 2.761213 -1.530033 2.843040 0.0 0.0 0.0
H 1.740875 -2.327668 1.625413 0.0 0.0 0.0
H 1.515041 -1.192177 4.834574 0.0 0.0 0.0
H -0.609346 -0.545450 5.963243 0.0 0.0 0.0
H -2.594855 -0.004030 4.534002 0.0 0.0 0.0
H -2.354549 -0.128021 2.071675 0.0 0.0 0.0
H 2.312655 2.328400 4.064124 0.0 0.0 0.0
H 0.359457 3.799158 4.530009 0.0 0.0 0.0
H -1.425709 4.002940 2.794020 0.0 0.0 0.0
H -1.165339 2.696188 0.664675 -0.1 0.0 0.0
O -3.519416 -5.469136 -3.307575 0.0 0.0 -0.1
C -4.168575 -4.478924 -2.945169 0.2 0.2 0.5
O -5.333163 -4.100949 -3.138924 0.0 -0.1 -0.1
C -3.354695 -3.495490 -2.023074 -0.1 -0.2 -0.3
C -4.006482 -2.534396 -1.258605 0.1 0.1 0.1
C -3.261101 -1.661849 -0.496599 -0.1 0.0 0.1
N -1.920915 -1.667637 -0.479531 -0.3 -0.6 -0.3
C -1.297604 -2.600346 -1.231690 -0.3 -0.1 0.1
C -1.967218 -3.538971 -1.987930 0.2 0.0 0.1
C 0.201057 -2.372467 -1.201241 0.0 -2.8 -0.8
O 0.879858 -2.811555 -0.266327 -0.2 0.1 -0.1
O 0.617848 -1.495800 -2.028327 0.6 -1.0 -1.4
H -5.085690 -2.475999 -1.300933 0.0 0.0 0.0
H -3.742189 -0.910594 0.122387 0.0 0.0 0.0
H -1.437684 -4.294477 -2.553708 -0.1 0.0 -0.1
C -2.992826 2.604445 -2.269840 0.1 -0.2 0.2
C -2.178824 1.314613 -2.155877 -0.5 0.4 -0.7
C -1.348879 1.118656 -3.433530 -0.1 0.0 0.3
O -1.369217 1.340164 -1.012312 -0.7 0.7 -0.4
H -3.633504 2.581762 -3.152375 0.0 0.0 0.0
H -2.315879 3.459788 -2.335873 0.0 0.0 0.0
H -3.618666 2.728424 -1.384192 0.0 0.0 0.0
H -2.896545 0.483942 -2.096902 0.1 0.0 0.1
H -0.770348 2.024362 -3.636604 0.1 0.0 0.0
H -1.995528 0.927475 -4.289790 0.0 0.0 0.0
H -0.670030 0.268475 -3.329784 0.0 0.0 -0.1
```
Positions in Å, forces in eV/Å.

Computed properties:
M (g mol⁻¹): 654.7
F_max (hartree/bohr): 0.074
HOMO-LUMO gap (spin up / spin down) (eV): 6.4 / 6.4
Total charge: 0
⟨S²⟩: 0.7507
Calculated total energy (a.u.): -2209.01738
Energy relative to the best compared isomer or geometry (same formula, charge and spin) (kcal/mol): 12.36
Multiplicity: 2

Density functional theory data (wB97M-V/def2-TZVPD) for a 2-piece molecular cluster, C8H6N2S overall in a non-equilibrium geometry.

The geometry in XYZ format:
```
17
Properties=species:S:1:pos:R:3:forces:R:3
C -1.524298 -2.658598 -0.881002 2.2 1.2 -2.8
C 1.768479 -1.876433 -0.018895 -1.1 0.7 -0.3
C 0.058601 1.587614 -2.078311 -1.2 -0.6 2.5
C 0.717825 0.512655 -1.631133 1.4 -1.3 0.0
C -0.988115 1.927873 -1.263031 1.5 -3.7 1.9
C 0.246577 -0.086183 -0.462171 -1.7 2.4 -0.2
C 0.063112 -1.382863 1.587777 -0.1 1.1 1.9
C 0.679717 -1.091037 0.309768 -1.4 0.8 0.4
N -2.165273 -2.992005 -0.002561 -2.0 -1.0 2.9
N 2.508290 -2.699109 -0.224068 2.5 -2.1 -0.6
S -1.202661 0.858873 0.063231 0.9 0.3 -1.2
H 0.311631 2.037372 -2.928541 0.8 2.0 -3.3
H 1.553531 0.202946 -2.205338 0.8 -0.8 -0.1
H -1.726851 2.523511 -1.548239 -3.0 3.0 -0.7
H -0.331986 -0.477164 2.164180 1.0 -1.1 -0.8
H -0.816220 -1.980797 1.477887 -0.7 -0.9 -0.7
H 0.801707 -1.966208 2.107175 -0.1 -0.1 1.0
```
Positions in Å, forces in eV/Å.

Computed properties:
M (g mol⁻¹): 162.2
F_max (hartree/bohr): 0.085
HOMO-LUMO gap (spin up / spin down) (eV): 4.7 / 4.7
Total charge: 0
Calculated total energy (a.u.): -815.94493
Energy relative to the best compared isomer or geometry (same formula, charge and spin) (kcal/mol): 129.50
Multiplicity: 1

Density functional theory data (wB97M-V/def2-TZVPD) for C34H37CoN10O3S as an isolated structure in a non-equilibrium geometry.

The geometry in XYZ format:
```
86
Properties=species:S:1:pos:R:3:forces:R:3
Co -0.908231 -0.519451 0.517936 -0.1 0.8 0.0
C -1.819865 -1.663622 -5.153990 -1.1 0.8 -0.5
C -2.826291 -2.369366 -4.531954 0.2 0.0 1.0
C -3.112433 -2.088337 -3.207458 -0.2 -0.3 -0.3
C -2.469751 -1.056217 -2.585221 2.4 1.2 0.4
C -1.514760 -0.242673 -3.245604 -0.8 -1.7 -0.4
C -1.249986 -0.538701 -4.565935 1.8 0.7 -1.3
N -2.480672 -0.936128 -1.159692 -1.9 -0.3 1.2
N -3.579260 -1.323820 -0.692411 0.4 0.4 0.6
C -3.787621 -1.330207 0.746349 -0.6 0.0 -0.6
C -5.109605 -1.090545 1.136423 1.1 -0.4 0.3
C -5.384716 -1.121268 2.492672 0.0 -0.1 0.4
C -4.358252 -1.464682 3.414228 -0.9 0.8 -1.0
C -3.088871 -1.666202 2.901981 0.4 -0.7 0.4
N -2.823595 -1.614291 1.598888 0.9 0.2 -1.0
H -1.635555 -1.895471 -6.171610 0.5 -0.2 -0.8
H -3.347636 -3.199104 -4.961997 0.1 -0.3 -0.5
H -3.724425 -2.742538 -2.625234 -0.5 -0.2 0.1
H -0.841598 0.378542 -2.726520 0.1 0.9 0.6
H -0.451655 0.051296 -5.174488 -1.5 -1.1 1.4
H -5.831590 -0.922076 0.366199 -0.4 0.2 -0.1
H -6.419014 -0.882264 2.794263 0.7 -0.3 0.2
H -4.572427 -1.465541 4.473972 0.2 -0.2 0.0
H -2.225037 -1.976798 3.511758 -0.6 0.4 -0.1
N 3.447032 6.687285 -2.058960 0.1 -0.4 0.7
C 2.954884 5.414625 -1.870894 -1.1 -0.6 -1.1
C 2.762343 4.536859 -2.997185 0.6 -0.1 1.7
C 2.272099 3.261993 -2.800342 -0.2 0.0 1.4
C 1.896071 2.837207 -1.505652 0.3 0.8 -0.9
C 2.016293 3.677739 -0.416545 0.3 1.0 0.6
C 2.528022 4.963277 -0.599477 0.9 0.5 -0.6
S 1.447442 1.196073 -1.252146 0.2 0.8 2.0
O 2.286039 0.768567 -0.120342 -1.3 -0.2 -1.3
O 1.508824 0.480902 -2.477936 0.1 -0.8 -0.9
N -0.118288 1.185014 -0.698285 1.2 -1.1 0.7
C -0.961824 2.184133 -0.831056 0.4 0.8 -0.2
N -0.865128 3.097800 -1.818839 0.5 -0.2 -0.5
C -1.761455 4.036847 -1.932615 -0.8 -0.5 0.2
C -2.892612 4.053772 -1.078049 -0.4 0.9 -0.2
C -2.959634 3.128516 -0.073412 0.6 0.4 -1.3
N -1.947402 2.275290 0.093980 0.2 -1.2 0.3
H 3.592548 7.137329 -2.936327 0.0 -0.4 -0.5
H 3.606335 7.292292 -1.276447 -0.1 -0.1 0.2
H 3.269513 4.759512 -3.900886 0.0 0.4 -1.0
H 2.205482 2.508417 -3.559800 0.1 0.1 -0.6
H 1.724328 3.373399 0.599287 0.2 0.0 -0.6
H 2.807707 5.660747 0.191771 -0.6 -0.5 0.3
H -1.661597 4.700855 -2.806208 -0.1 -0.1 0.6
H -3.693475 4.775345 -1.243471 0.2 -0.3 0.1
H -3.805077 2.941170 0.539455 -0.7 0.3 0.5
C 2.046975 -5.894574 -1.205140 1.0 0.7 1.0
C 1.284724 -4.595610 -0.983042 -0.7 -0.7 0.1
C 1.938655 -3.388796 -1.094203 0.0 0.2 0.1
C 1.284280 -2.208858 -0.710992 0.3 -1.8 -0.2
N 0.017447 -2.177875 -0.335293 -1.0 -1.0 0.6
C -0.677780 -3.363060 -0.260460 2.4 -0.2 -0.4
C -0.057315 -4.577768 -0.508728 0.8 1.0 -0.9
H 2.184594 -6.256689 -2.226364 -0.5 0.2 0.0
H 1.635326 -6.674975 -0.559271 0.0 0.0 -0.3
H 3.078546 -5.664426 -0.830656 -0.7 -0.5 -0.3
H 2.992731 -3.393949 -1.396130 -0.5 0.3 0.1
H 1.871000 -1.344884 -0.599433 0.3 1.2 -0.1
H -1.668152 -3.377918 0.108669 -0.9 0.5 0.2
H -0.609066 -5.488400 -0.428710 -0.3 -0.4 0.2
O 0.378275 -0.950823 2.337719 0.0 0.2 0.2
C 0.943710 -1.025600 3.432759 -0.4 -1.3 -0.1
C 1.746712 -2.253021 3.792539 -0.1 0.1 -1.7
C 3.074275 -1.959158 3.029283 0.6 -0.8 1.0
C 3.767172 -0.690752 3.537636 0.9 -0.2 -2.0
C 3.195007 0.582398 2.909133 -0.8 0.2 0.5
C 1.859303 1.070020 3.532911 0.0 0.6 0.2
N 1.128567 0.025849 4.269790 -0.8 0.7 -1.9
H 1.326646 -3.161578 3.363727 -0.2 0.0 0.3
H 1.993939 -2.355818 4.831661 -0.2 0.0 0.6
H 2.909029 -1.911394 1.933055 0.1 -0.1 0.7
H 3.746666 -2.805139 3.290541 -0.4 0.3 -0.5
H 4.849710 -0.783036 3.231171 -1.0 0.3 0.3
H 3.788459 -0.594928 4.608844 -0.1 -0.2 0.6
H 3.035403 0.551560 1.818991 0.6 -0.2 0.6
H 3.874777 1.340453 3.220564 0.8 0.9 -0.5
H 1.204288 1.453563 2.763505 -0.2 0.0 -0.2
H 2.027142 1.905175 4.202792 0.1 0.0 0.3
H 1.548938 -0.257505 5.103015 0.9 -0.3 1.4
N -2.735089 1.426106 2.157608 0.2 0.6 0.1
C -1.982065 1.137032 1.186995 -0.8 0.7 0.0
H -3.098484 2.408879 2.153325 0.2 -1.0 0.2
```
Positions in Å, forces in eV/Å.

Computed properties:
M (g mol⁻¹): 724.7
F_max (hartree/bohr): 0.052
HOMO-LUMO gap (spin up / spin down) (eV): 6.9 / 7.0
Total charge: +1
⟨S²⟩: 3.7594
Calculated total energy (a.u.): -3871.78639
Energy relative to the best compared isomer or geometry (same formula, charge and spin) (kcal/mol): 24.37
Multiplicity: 4

Density functional theory data (wB97M-V/def2-TZVPD) for one molecule with the formula C2H5NO in a non-equilibrium geometry.

The geometry in XYZ format:
```
9
Properties=species:S:1:pos:R:3:forces:R:3
C -0.932723 0.440057 -0.228472 -0.2 -0.4 0.9
N -0.331405 -0.968737 -0.282795 -0.7 1.2 -1.4
C 1.022046 -1.168300 0.023746 1.4 -0.1 2.3
O 0.004350 -1.417081 1.023020 0.8 -0.4 0.2
H -0.354000 1.340741 -0.590024 -0.1 -1.4 0.3
H -1.810729 0.284868 -0.875318 0.1 0.6 0.5
H -1.231955 0.624678 0.871292 0.4 -0.3 -1.8
H 1.667719 -2.055004 -0.245385 -1.4 0.9 -0.4
H 1.641252 -0.329442 0.382296 -0.3 0.0 -0.7
```
Positions in Å, forces in eV/Å.

Computed properties:
M (g mol⁻¹): 59.1
F_max (hartree/bohr): 0.053
HOMO-LUMO gap (eV): 10.5
Total charge: 0
Calculated total energy (a.u.): -209.07150
Energy relative to the best compared isomer or geometry (same formula, charge and spin) (kcal/mol): 94.65
Multiplicity: 1